DFT (ωB97M-V/def2-TZVPD) results for a 15-piece molecular cluster, C18H19Cl42N4O overall.

Output
F_max in eV/A: 12.3
LUMO level in eV: -4.57
Spin multiplicity: 1
Net charge: +1
HOMO-LUMO gap in hartree: 0.2788
Calculated total energy in Eh: -20318.98741

Each line ends with the Löwdin charge.
CARTESIAN COORDINATES (ANGSTROEM)
N 2.0853 -3.8730 0.5248  0.0603
C 1.2816 -2.5920 0.5626  -0.1123
N -0.0587 -2.5613 -0.1381  0.1047
C -0.5991 -1.1385 0.0800  0.0376
C 0.4398 -0.2201 0.9546  0.0673
N 1.5397 -1.2357 1.1804  -0.1407
N 2.7746 -1.0799 1.8462  0.0917
C 3.6680 -0.7209 0.8287  0.0537
O 4.4080 -0.4911 -0.2914  0.0752
H 2.2091 -4.2827 1.4853  0.0185
H 3.0405 -3.7165 0.0825  0.0774
H -0.5128 -3.3607 -0.6660  0.1767
H -1.6091 -0.7355 -0.3532  0.0990
H 0.4054 0.9035 1.3001  -0.0404
C 0.6999 4.3233 1.5958  -1.4971
Cl -0.0794 2.7321 1.6145  0.5483
Cl 0.7643 4.9650 -0.0545  0.5389
Cl -0.1541 5.4468 2.6673  0.5126
H 1.7237 4.2097 1.9613  -0.0194
C 4.2651 -6.8325 0.2627  -1.4805
Cl 2.7220 -7.5896 -0.1677  0.5529
Cl 4.9518 -5.9832 -1.1325  0.5472
Cl 4.0534 -5.7203 1.6257  0.5136
H 4.9620 -7.6185 0.5646  0.0169
C -3.4251 3.5603 -0.5206  -1.5109
Cl -2.9943 1.8734 -0.8499  0.5056
Cl -2.8434 4.0499 1.0798  0.4929
Cl -2.7681 4.6262 -1.7743  0.5085
H -4.5147 3.6460 -0.5321  -0.0030
C -5.0068 2.5929 -4.5196  -1.5032
Cl -5.6544 3.5323 -3.1640  0.5372
Cl -6.0939 2.6847 -5.9157  0.5078
Cl -3.3866 3.1637 -4.9541  0.4896
H -4.9319 1.5475 -4.2095  0.0222
C -0.4849 -8.6194 -1.7605  -1.5551
Cl -1.2641 -10.2106 -1.7418  0.5366
Cl -0.4205 -7.9777 -3.4108  0.5199
Cl -1.3388 -7.4959 -0.6890  0.4908
H 0.5389 -8.7330 -1.3950  -0.0395
C 5.1803 -3.6910 4.7173  -1.5212
Cl 3.6373 -4.4481 4.2869  0.4846
Cl 5.8671 -2.8417 3.3221  0.5177
Cl 4.9687 -2.5787 6.0803  0.5334
H 5.8772 -4.4770 5.0193  -0.0612
C 2.6405 1.4511 4.9498  -1.5059
Cl 1.9966 2.9372 4.2310  0.5609
Cl 4.3044 1.1693 4.4101  0.5162
Cl 2.5653 1.5322 6.7182  0.5184
H 2.0237 0.6123 4.6170  0.0130
C -9.7099 1.0414 -7.0405  -1.5139
Cl -9.2791 -0.6455 -7.3698  0.5140
Cl -9.1281 1.5310 -5.4401  0.4962
Cl -9.0528 2.1072 -8.2942  0.5106
H -10.7995 1.1271 -7.0519  0.0206
C 2.2487 8.8172 -0.7686  -1.5408
Cl 2.1322 8.0539 0.8262  0.4897
Cl 0.6383 9.2389 -1.3755  0.5187
Cl 3.2823 10.2546 -0.6962  0.5268
H 2.7011 8.1021 -1.4604  0.0175
C 6.4487 -0.1472 8.8772  -1.5354
Cl 6.3322 -0.9105 10.4720  0.5256
Cl 4.8383 0.2745 8.2702  0.4593
Cl 7.4823 1.2902 8.9496  0.5296
H 6.9011 -0.8623 8.1854  0.0053
C -4.3915 4.7254 4.9948  -1.5294
Cl -5.0392 5.6648 6.3504  0.5311
Cl -5.4786 4.8172 3.5987  0.5088
Cl -2.7713 5.2962 4.5603  0.4849
H -4.3167 3.6800 5.3049  0.0194
C -1.1651 5.4648 -7.2997  -1.5368
Cl -1.8089 6.9509 -8.0184  0.5273
Cl 0.4988 5.1830 -7.8394  0.5191
Cl -1.2403 5.5459 -5.5313  0.4797
H -1.7819 4.6260 -7.6325  0.0131
C 5.5470 -8.1894 5.5277  -1.5073
Cl 3.8872 -7.9527 6.1010  0.5278
Cl 5.5584 -8.5809 3.7996  0.5181
Cl 6.5263 -6.7473 5.8453  0.5633
H 5.9836 -9.0293 6.0740  0.0246
C -6.6155 -0.2832 -10.4507  -1.5453
Cl -6.1847 -1.9701 -10.7799  0.5188
Cl -6.0337 0.2064 -8.8503  0.4736
Cl -5.9584 0.7827 -11.7044  0.5216
H -7.7051 -0.1975 -10.4621  0.0064



DFT (ωB97M-V/def2-TZVPD) results for C50H52CoGeN3O2 as an isolated structure.

Output
F_max in eV/A: 3.0
LUMO level (alpha / beta) in eV: 4.25 / 4.25
Spin multiplicity: 5
<S²>: 6.032
Net charge: -2
HOMO-LUMO gap (alpha / beta) in hartree: 0.1350 / 0.2164
Calculated total energy in Eh: -5710.89426

Each line ends with the Löwdin charge.
CARTESIAN COORDINATES (ANGSTROEM)
Co 0.2559 1.7026 0.1928  0.7891
C 4.7543 0.0124 2.7790  -0.1081
C 4.0650 1.1235 1.9989  -0.3965
C 4.5252 2.4394 2.5603  -0.0737
C 4.2779 0.9746 0.5107  -0.1483
C 5.4672 0.5502 -0.0011  -0.0598
C 5.6113 0.1783 -1.3493  -0.0972
C 4.5920 0.4094 -2.2584  -0.0511
C 3.3882 0.9819 -1.7751  -0.1184
C 2.1765 1.1501 -2.7032  -0.2820
C 2.5764 1.2530 -4.2544  -0.0739
C 1.0122 0.1269 -2.5429  -0.2875
C 3.2528 1.3487 -0.4141  -0.1727
N 2.1840 2.2388 -0.0944  -0.0087
C 2.3420 3.5649 -0.3712  -0.4938
O 3.4148 4.1120 -0.6990  -0.0165
C 1.0981 4.3458 -0.2187  -0.2256
C 0.9584 5.7108 -0.2532  -0.0682
C -0.2778 6.2559 -0.1583  -0.1474
C -1.4042 5.4743 0.1098  -0.0479
C -1.2448 4.1218 0.1553  -0.2155
N 0.0060 3.5509 -0.0640  -0.0212
C -2.2428 3.1599 0.6286  -0.5138
O -3.3351 3.5240 1.0837  -0.0080
N -1.8016 1.8622 0.4707  0.0019
C -2.7476 0.8939 0.9340  -0.1151
C -2.8458 0.6571 2.3775  -0.1507
C -3.7591 -0.2988 2.8015  -0.0808
C -4.6315 -0.8932 1.9093  -0.0982
C -4.6650 -0.4918 0.5708  -0.0879
C -3.8139 0.4803 0.0878  -0.1586
C -4.2508 1.0331 -1.2502  -0.3654
C -3.3055 1.8988 -2.0854  -0.0613
C -5.5454 1.8337 -1.0370  -0.0631
C -2.1823 1.4553 3.4384  -0.3466
C -1.5211 0.5336 4.5081  -0.0696
C -3.2736 2.4393 4.0499  -0.0517
H 4.5376 0.0976 3.8595  0.0718
H 5.8691 0.0274 2.8106  0.0689
H 4.4737 -0.9891 2.3666  0.0924
H 2.9739 1.0180 2.1905  0.1340
H 5.6447 2.5099 2.5542  0.0927
H 4.2049 2.5611 3.5782  0.0618
H 4.1489 3.2872 1.9784  0.0779
H 6.2665 0.4416 0.7267  0.0973
H 6.4991 -0.3410 -1.6733  0.0794
H 4.7879 0.1926 -3.2822  0.0856
H 1.8249 2.1795 -2.4928  0.1257
H 2.7345 0.2904 -4.6490  0.0352
H 3.4561 1.9394 -4.3512  0.0809
H 1.7563 1.7853 -4.7952  0.0753
H 1.2260 -0.7991 -3.1608  0.0923
H 0.1711 0.5714 -3.0456  0.0730
H 1.3925 0.0017 -0.4853  -0.0291
H 1.8480 6.3221 -0.3450  0.1052
H -0.4720 7.3154 -0.2921  0.0741
H -2.3971 5.9208 0.1892  0.1070
H -3.8398 -0.5500 3.8593  0.1035
H -5.4107 -1.6217 2.2016  0.0928
H -5.4679 -0.7914 -0.0778  0.0982
H -4.4702 0.1369 -1.8361  0.1034
H -3.2362 2.9201 -1.6974  0.0774
H -3.7785 1.9231 -3.0607  0.0676
H -2.3163 1.5222 -2.2508  0.0596
H -5.3023 2.7195 -0.4630  0.0707
H -6.2573 1.2711 -0.4191  0.0724
H -5.9707 2.1942 -1.9555  0.0626
H -1.4470 2.0630 2.9581  0.1021
H -2.3025 0.4305 5.3144  0.0727
H -0.6338 1.0144 4.9897  0.0726
H -1.1751 -0.4712 4.1635  0.0618
H -4.1881 1.8591 4.4497  0.0894
H -3.7096 3.1651 3.3450  0.0624
H -2.9016 2.8939 4.9485  0.0449
C 0.5572 -0.3367 -1.1429  -0.3380
Ge 0.1419 -2.1778 -0.8904  0.9040
C 1.6171 -3.4236 -1.0274  -0.2564
C 1.4827 -4.7165 -0.4676  -0.1064
C 2.4300 -5.6995 -0.7022  -0.1117
C 3.5832 -5.3457 -1.3944  -0.1375
C 3.7667 -4.0724 -1.8927  -0.1051
C 2.7518 -3.1199 -1.7988  -0.0758
C -0.4628 -2.6797 0.8915  -0.2904
C -1.4859 -3.5978 1.0907  -0.1109
C -1.7438 -4.1924 2.3351  -0.1080
C -0.9649 -3.8185 3.4172  -0.1025
C 0.0237 -2.7829 3.2341  -0.0859
C 0.3041 -2.2860 1.9487  -0.1151
C -1.0936 -2.7345 -2.2454  -0.2748
C -2.2727 -2.0157 -2.4014  -0.0992
C -3.2102 -2.3712 -3.3284  -0.1079
C -3.0308 -3.5179 -4.1095  -0.1058
C -1.8957 -4.3132 -3.9015  -0.1006
C -0.9319 -3.8825 -2.9822  -0.1028
H 0.6267 -5.0134 0.1636  0.1012
H 2.3900 -6.7153 -0.3305  0.0884
H 4.3402 -6.1035 -1.4982  0.0816
H 4.7166 -3.8893 -2.4600  0.1075
H 2.8849 -2.0800 -2.0696  0.0854
H -2.1064 -3.7787 0.2194  0.0951
H -2.4927 -4.9901 2.4326  0.0956
H -1.0718 -4.3728 4.3444  0.0825
H 0.6796 -2.5385 4.0780  0.0927
H 1.0798 -1.5224 1.8487  0.1041
H -2.5113 -1.1484 -1.6991  0.1175
H -4.1596 -1.8648 -3.3753  0.0881
H -3.7554 -3.8604 -4.9090  0.1050
H -1.7876 -5.2606 -4.3450  0.0711
H -0.0482 -4.5020 -2.8207  0.0935



DFT (ωB97M-V/def2-TZVPD) results for a 7-piece molecular cluster, C5H21NO6 overall.

Output
F_max in eV/A: 1.0
Structure (SMILES): C=C/C(N)=C/C.O.O.O.O.O.O
LUMO level in eV: 0.32
ΔE to the lowest compared entry with this formula, charge and spin in kJ/mol: 126.3
Spin multiplicity: 1
HOMO-LUMO gap in hartree: 0.3020
Calculated total energy in Eh: -709.26362

Each line ends with the natural charge from an NBO analysis.
CARTESIAN COORDINATES (ANGSTROEM)
C -0.8775 0.4684 3.0677  -0.3862
C -0.3886 -0.7300 2.7863  -0.2036
C -0.0502 -1.0839 1.3689  0.1192
N 0.7904 -0.1394 0.7646  -0.8993
C -0.6749 -2.0445 0.6794  -0.2458
C -0.3650 -2.3452 -0.7692  -0.6564
H -1.0852 1.1830 2.2785  0.1911
H -1.1071 0.8358 4.0556  0.2018
H -0.3543 -1.5502 3.4939  0.2160
H 1.4249 -0.3755 0.0211  0.4105
H 1.0120 0.7113 1.2535  0.4134
H -1.3613 -2.7083 1.1883  0.2024
H -0.1283 -1.4103 -1.2886  0.2054
H -1.2668 -2.7242 -1.2468  0.2139
H 0.5093 -2.9885 -0.8666  0.2362
O -2.5781 1.3917 -3.0381  -0.9677
H -2.4588 0.9300 -3.8733  0.4678
H -1.6978 1.7243 -2.8137  0.4964
O 1.7285 2.5332 0.2164  -0.9702
H 0.8844 2.5825 -0.2598  0.4955
H 1.9268 3.4601 0.3885  0.4753
O 3.1580 -2.9826 -0.4240  -0.9486
H 3.2176 -2.0997 -0.0400  0.4795
H 3.4056 -2.8842 -1.3502  0.4700
O -3.7095 1.8650 -0.4440  -0.9563
H -3.6392 2.4976 -1.1671  0.4858
H -4.1178 1.0870 -0.8374  0.4806
O 3.4447 0.0680 -0.6552  -0.9632
H 3.9981 0.7346 -1.0751  0.4863
H 3.3325 0.3648 0.2585  0.4829
O -0.9524 1.4384 -0.9034  -1.0182
H -0.2772 0.9309 -0.4082  0.4832
H -1.7428 1.2599 -0.3604  0.5022



DFT (ωB97M-V/def2-TZVPD) results for one molecule with the formula C6H9NO.

Output
F_max in eV/A: 5.3
Structure (SMILES): C=C=NC(=O)C(C)C
LUMO level in eV: 0.51
ΔE to the lowest compared entry with this formula, charge and spin in kJ/mol: 201.5
Spin multiplicity: 1
HOMO-LUMO gap in hartree: 0.3633
Calculated total energy in Eh: -363.94750

Each line ends with the natural charge from an NBO analysis.
CARTESIAN COORDINATES (ANGSTROEM)
C 0.8259 -2.8164 0.2238  -0.6221
C 1.2112 -1.6450 0.6404  0.4562
N 1.1032 -0.5204 1.0809  -0.4726
C 1.3682 0.5366 0.3094  0.7084
O 2.3842 0.9430 -0.2159  -0.5402
C -0.1181 1.2059 -0.0269  -0.2960
C -0.5361 0.8343 -1.4403  -0.6118
C -1.2240 0.9472 0.9836  -0.6161
H 1.5566 -3.6013 0.0751  0.2442
H -0.2213 -3.0434 0.0596  0.2518
H 0.1332 2.2721 0.0085  0.2162
H -0.7446 -0.2364 -1.5254  0.2022
H 0.2446 1.0857 -2.1649  0.2265
H -1.4370 1.3851 -1.7332  0.2142
H -1.5708 -0.0900 0.9493  0.2032
H -2.0898 1.5854 0.7734  0.2162
H -0.8856 1.1576 2.0026  0.2195